Entry 1:
DFT (ωB97M-V/def2-TZVPD) results for 8 unconnected molecules or ions with the total composition C4H25NO9.

Positions of all 39 atoms, in Å:
C -0.40096 -0.13435 -1.06019
C 0.36438 -1.48801 -0.94411
C 0.91233 -1.77592 0.47614
O -0.63962 -2.49552 -1.20945
N 0.50291 0.90811 -1.44772
C -0.04783 2.22953 -1.34853
O -1.05449 2.54610 -2.28794
H -0.76212 -0.00737 0.00195
H -1.37826 -0.32538 -1.58240
H 1.12812 -1.75567 -1.65785
H 0.87572 -0.76487 0.94545
H 2.00940 -1.82613 0.43646
H 0.52304 -2.63696 1.00199
H -1.22073 -2.79416 -0.44522
H 1.10840 0.69091 -2.26260
H -0.46446 2.31489 -0.35330
H 0.80154 3.04094 -1.53433
H -1.86758 2.11259 -1.96887
H -0.98851 -0.67730 3.47750
H -0.74257 0.15740 2.20571
O -0.34589 -0.53710 2.75069
H -2.03176 -3.01314 1.99293
H -1.44568 -1.84446 1.33926
O -1.87690 -2.68267 1.09425
H -1.70007 -2.35515 -2.62673
H -2.80629 -1.30307 -3.22739
O -2.06362 -1.87770 -3.39057
H 0.57592 3.12212 2.87258
H 1.18052 2.16019 2.00191
O 0.27290 2.44531 2.23943
H 3.77900 -1.33863 -2.11527
H 3.83666 -0.93836 -0.68992
O 3.48569 -0.61917 -1.53932
H 1.97914 1.42475 0.13375
H 3.37242 1.50621 0.82969
O 2.42495 1.48391 1.00289
H -1.69784 2.52809 2.48589
H -3.15325 2.57958 2.14290
O -2.44459 1.94050 2.26034

HOMO energy = -0.33582 Ha
SMILES = C[C@@H](O)CNCO.O.O.O.O.O.O.O
LUMO energy = 0.24 eV
DFT total energy = -24469.9724 eV
Total charge = 0
Multiplicity = 1
Relative energy (zero: lowest compared OMol25 entry of this formula, charge and spin) = 53.2 kcal/mol

Results of the Mulliken charge analysis, in e, for atoms 1 through 2: number 1, C, carries -0.1452; number 2, C, carries 0.3998

***

Entry 2:
DFT (ωB97M-V/def2-TZVPD) results for 14 unconnected molecules or ions with the total composition C4H26BO21.

Positions of all 52 atoms, in Å:
O 4.15392 -20.36581 -2.41364
C 2.99298 -20.59625 -2.09200
O 2.00466 -20.98238 -2.95406
B 0.72791 -21.08918 -2.26188
O 1.10222 -20.65691 -0.89430
C 2.36903 -20.50446 -0.73001
O 2.97345 -20.28210 0.33893
O 0.12106 -22.46561 -2.25355
C -1.11823 -22.36996 -2.60857
O -1.88691 -23.34392 -2.67389
C -1.43553 -20.87405 -3.04750
O -0.33729 -20.22629 -2.78837
O -2.50291 -20.40532 -3.42574
O -4.41710 -22.81125 0.72491
H -3.74556 -22.47006 1.31554
H -4.68587 -23.64040 1.12052
O -6.70313 -19.65109 -0.18137
H -6.67647 -20.08867 0.66954
H -6.61041 -20.35940 -0.81849
O -3.66561 -27.28006 -5.65833
H -3.64028 -27.15322 -4.70992
H -2.76742 -27.51294 -5.89338
O -3.14102 -23.23391 -7.64296
H -3.63275 -23.84196 -7.09095
H -3.52758 -22.37754 -7.46014
O 2.47621 -23.08155 4.28202
H 2.43052 -22.39445 3.61716
H 2.23844 -22.64183 5.09831
O 7.22064 -22.21656 -6.72831
H 7.72935 -22.50050 -5.96881
H 6.55791 -21.62804 -6.36685
O 6.60219 -17.67300 -5.96657
H 6.39009 -18.13899 -5.15781
H 7.53021 -17.85630 -6.11285
O -4.94715 -19.24650 -7.88274
H -5.65914 -18.62595 -7.72707
H -4.52013 -19.34034 -7.03122
O 1.60241 -24.79800 -5.57056
H 1.67149 -24.24390 -4.79311
H 2.01174 -25.62421 -5.31356
O 1.00244 -15.16242 -0.63547
H 1.61171 -14.94406 -1.34069
H 0.71751 -16.05480 -0.83220
O -0.00399 -25.91712 0.72162
H -0.30944 -26.56018 0.08177
H 0.26343 -25.16348 0.19556
O -6.66357 -23.88517 -4.65447
H -7.04653 -24.68023 -4.28372
H -5.84743 -23.76318 -4.16943
O 7.37799 -21.87948 3.23873
H 7.32252 -22.24287 2.35493
H 6.81658 -21.10456 3.21527

HOMO energy = -0.27995 Ha
LUMO energy = 2.01 eV
DFT total energy = -48251.3023 eV
Total charge = -1
Multiplicity = 1
Relative energy (zero: lowest compared OMol25 entry of this formula, charge and spin) = 63.8 kcal/mol

Results of the Mulliken charge analysis, in e, for atoms 1 through 2: number 1, O, carries -0.6387; number 2, C, carries 0.6046

***

Entry 3:
DFT (ωB97M-V/def2-TZVPD) results for 11 unconnected molecules or ions with the total composition C4H26N2O10.

Positions of all 42 atoms, in Å:
C 2.07153 -3.82923 -0.26676
C 1.21757 -2.58549 -0.20182
C 0.08472 -2.38782 0.54722
N -0.43649 -1.13557 0.28463
C 0.28767 -0.65035 -0.70663
N 1.31375 -1.48352 -1.00755
H 1.44696 -4.70148 -0.35614
H 2.75272 -3.66030 -1.09526
H 2.63363 -3.81785 0.66698
H -0.32736 -2.98214 1.34420
H -0.06560 0.19218 -1.28140
H 1.91452 -1.33977 -1.80182
H 3.30366 0.35666 0.71121
H 4.69973 1.20866 0.75188
O 4.26405 0.35340 0.78233
H -3.07487 1.08748 -2.59460
H -2.61858 2.29827 -1.81652
O -2.57759 1.91997 -2.70407
H 1.03132 1.70913 -2.95904
H 1.76963 3.04720 -3.34413
O 1.76986 2.30658 -2.73571
H 1.58073 -0.93847 2.73984
H 3.08033 -1.06951 2.60827
O 2.31276 -1.57049 2.90556
H -2.36011 2.24821 1.36630
H -3.78763 2.20451 1.84819
O -3.25843 2.04262 1.06393
H -1.12215 1.33634 -3.17411
H -0.48090 0.32530 -4.07595
O -0.40621 0.62412 -3.15370
H -3.56453 0.71477 3.00852
H -2.40804 -0.12464 2.51757
O -2.84331 0.17191 3.32361
H -3.65614 -0.71034 -1.47588
H -2.34690 -0.39931 -0.46653
O -3.04974 -0.09876 -1.05960
H 0.17387 0.88309 3.61134
H -0.22351 0.25289 2.22296
O 0.51217 0.52125 2.78631
H 0.05913 1.81313 0.03873
H 0.51715 3.21843 0.72154
O -0.18936 2.64891 0.42610

HOMO energy = -0.31783 Ha
SMILES = Cc1cnc[nH]1.O.O.O.O.O.O.O.O.O.O
LUMO energy = 0.25 eV
DFT total energy = -28025.3223 eV
Total charge = 0
Multiplicity = 1
Relative energy (zero: lowest compared OMol25 entry of this formula, charge and spin) = 65.3 kcal/mol

Results of the Mulliken charge analysis, in e, for atoms 1 through 2: number 1, C, carries -1.2313; number 2, C, carries 0.8084

***

Entry 4:
DFT (ωB97M-V/def2-TZVPD) results for 9 unconnected molecules or ions with the total composition C4H26NO8.

Positions of all 39 atoms, in Å:
C -2.15808 -0.91763 -0.63441
N -1.41186 0.32502 -0.56016
C -2.11120 1.19198 0.59237
C -3.11248 0.31551 1.33619
C -3.21844 -0.96290 0.51931
H -2.65934 -1.15778 -1.68877
H -1.54974 -1.84085 -0.53208
H -1.35786 0.77876 -1.62350
H -0.41657 0.16238 -0.37882
H -2.44485 2.17973 0.17321
H -1.30269 1.62497 1.20699
H -2.84615 0.00494 2.36268
H -3.96743 0.87486 1.24170
H -4.17334 -1.23115 0.04398
H -2.92387 -1.76902 1.17988
H 0.16013 -2.22383 2.46578
H 1.42746 -1.11043 2.75893
O 0.73008 -1.58223 2.10323
H 3.98964 -2.20044 -1.94088
H 3.05361 -3.20941 -2.54612
O 3.10614 -2.29575 -2.27461
H 1.70493 0.25502 -0.62060
H 1.05296 -0.75362 0.38788
O 1.02953 -0.43253 -0.46885
H 3.55226 0.66757 -1.46433
H 2.91815 2.05641 -1.23563
O 2.85835 1.21752 -1.64950
H 3.15230 1.87862 1.94696
H 2.59078 3.30767 1.56976
O 2.99141 2.48126 1.17202
H 0.26404 1.72266 -3.46212
H 0.43834 2.32785 -2.14472
O -0.31631 1.92443 -2.62893
H 0.44201 -0.87268 -2.24704
H 0.11917 -1.09086 -3.68960
O -0.31773 -1.01889 -2.84319
H 0.59960 -0.17240 5.19344
H -0.38953 -0.41443 4.07508
O 0.49656 -0.04033 4.30448

HOMO energy = -0.50788 Ha
LUMO energy = -2.67 eV
DFT total energy = -22432.9598 eV
Total charge = +1
Multiplicity = 1
Relative energy (zero: lowest compared OMol25 entry of this formula, charge and spin) = 69.0 kcal/mol

Results of the Mulliken charge analysis, in e, for atoms 1 through 2: number 1, C, carries -0.4447; number 2, N, carries 0.3429